Density functional theory data (wB97M-V/def2-TZVPD) for a 7-piece molecular cluster, C46H38F8O28S2 overall.

Atoms and positions in Å:
C1 -4.92885 2.73811 -4.33063
C2 -3.34438 2.40435 -4.60283
S1 -2.23720 3.20073 -3.31873
C3 -1.62765 1.90593 -2.05313
O1 -2.02678 0.53200 -2.39565
S2 -3.12109 -0.10603 -1.21159
O2 -4.45813 0.69701 -1.44910
O3 -2.53269 0.13329 0.37124
C4 -3.61720 0.16322 1.36606
C5 -4.22744 1.69219 1.62816
O4 -3.82048 2.20124 2.94699
C6 -2.52968 2.95580 2.85428
C7 -2.35988 3.85151 4.25294
F1 -1.40664 3.22730 5.22283
F2 -3.71135 3.76107 4.92250
C8 -2.10031 5.44665 3.98167
F3 -2.34225 6.25062 5.23702
F4 -3.16695 5.89466 3.02387
C9 -0.62254 5.82357 3.38275
F5 0.38071 4.73640 3.44442
F6 -0.10684 6.95653 4.23936
C10 -0.63114 6.40835 1.84211
F7 -1.17970 5.45083 0.83446
F8 -1.29663 7.75968 1.72979
H1 -5.36972 2.15713 -3.41159
H2 -5.59565 2.44566 -5.26039
H3 -5.09694 3.87987 -4.12638
H4 -3.06221 2.90561 -5.64544
H5 -3.09676 1.24931 -4.66584
H6 -0.43850 1.98890 -2.10154
H7 -2.00161 2.28810 -1.01172
H8 -3.23830 -0.23301 2.41244
H9 -4.45367 -0.60074 1.01207
H10 -4.02677 2.41705 0.73131
H11 -5.41024 1.54641 1.68139
H12 -1.65760 2.18900 2.69179
H13 -2.63636 3.63048 1.89278
H14 0.51522 6.56618 1.55160
C11 5.22320 3.79005 6.76099
C12 5.38277 4.80154 5.90533
C13 4.23092 5.36046 5.14475
O5 4.40516 6.30250 4.37975
C14 2.90974 4.74437 5.34350
C15 2.75103 3.73064 6.19662
C16 3.89757 3.19025 6.97737
O6 3.71699 2.26991 7.76764
O7 1.51269 3.14518 6.38621
O8 6.62620 5.36869 5.69475
H15 6.05130 3.37553 7.32201
H16 2.08460 5.14854 4.77120
H17 1.65791 2.43729 7.05127
H18 6.47979 6.08045 5.03426
C17 4.20920 0.30291 12.88170
C18 4.69925 0.98632 13.91780
C19 5.38908 2.29216 13.72657
O9 5.81222 2.90622 14.69966
C20 5.54056 2.79690 12.35293
C21 5.05349 2.11165 11.31668
C22 4.33967 0.81977 11.51067
O10 3.88686 0.22192 10.54025
O11 5.19473 2.57886 10.02286
O12 4.58275 0.50557 15.20909
H19 3.70359 -0.64635 13.00652
H20 6.05960 3.73837 12.22657
H21 4.75870 1.90745 9.45401
H22 5.01344 1.17991 15.77835
C23 2.69256 -2.03325 6.46092
C24 3.37488 -1.34117 7.37535
C25 4.86300 -1.28907 7.35447
O13 5.46166 -0.62930 8.19668
C26 5.56458 -2.04906 6.30814
C27 4.88217 -2.74388 5.39590
C28 3.39380 -2.77330 5.40051
O14 2.79404 -3.40602 4.53789
O15 5.53524 -3.46255 4.41142
O16 2.72276 -0.64525 8.37662
H23 1.61074 -2.07788 6.46295
H24 6.64656 -2.01709 6.31521
H25 4.82401 -3.87635 3.87530
H26 3.43380 -0.22663 8.90902
C29 -0.72920 -2.17499 -7.14528
C30 -0.31320 -3.34888 -6.66606
C31 -0.22494 -3.59880 -5.20066
O17 0.14280 -4.69391 -4.79018
C32 -0.58468 -2.49968 -4.29120
C33 -0.99735 -1.32475 -4.77066
C34 -1.11181 -1.08436 -6.23533
O18 -1.51173 0.00004 -6.64557
O19 -1.33441 -0.28660 -3.92164
O20 0.05062 -4.37781 -7.51521
H27 -0.80026 -1.98049 -8.20804
H28 -0.49896 -2.68886 -3.22884
H29 -1.60196 0.45398 -4.50855
H30 0.31237 -5.12025 -6.92823
C35 -5.58883 -1.84485 -9.25542
C36 -4.71119 -1.91169 -8.25243
C37 -4.45072 -3.19114 -7.53633
O21 -3.62464 -3.22576 -6.63113
C38 -5.21289 -4.37977 -7.94968
C39 -6.09301 -4.31192 -8.95040
C40 -6.33298 -3.03911 -9.68422
O22 -7.13483 -3.01226 -10.61184
O23 -6.81468 -5.42451 -9.34222
O24 -4.00994 -0.79277 -7.84206
H31 -5.78627 -0.92194 -9.78605
H32 -5.02691 -5.29898 -7.40912
H33 -7.38136 -5.11983 -10.08421
H34 -3.43894 -1.09889 -7.10414
C41 -1.12019 -6.64194 -11.91870
C42 -0.43787 -5.94986 -11.00427
C43 1.05025 -5.89776 -11.02515
O25 1.64891 -5.23799 -10.18294
C44 1.75183 -6.65775 -12.07148
C45 1.06942 -7.35257 -12.98372
C46 -0.41895 -7.38200 -12.97911
O26 -1.01871 -8.01471 -13.84173
O27 1.72249 -8.07125 -13.96820
O28 -1.08999 -5.25394 -10.00300
H35 -2.20201 -6.68657 -11.91667
H36 2.83381 -6.62579 -12.06441
H37 1.01126 -8.48504 -14.50432
H38 -0.37894 -4.83532 -9.47060

## Properties
DFT total energy: -149043.4726 eV
HOMO: -0.328 Ha
lowest unoccupied orbital energy: -1.9 eV
2S+1: 1
Kohn-Sham gap: 7.0 eV

Mulliken population analysis, charges in e, atoms 1 to 4: C -0.87; C 0.18; S -0.14; C 0.06